[1]
Formula: C4H11N3
Source: the OMol25 dataset
Level of theory: ωB97M-V/def2-TZVPD

ORCA input file:
```
! wB97M-V def2-TZVPD RIJCOSX def2/J DEFGRID3
* xyz 0 1
C -0.64688 1.18542 -0.67634
C 1.07060 -0.62429 0.28936
C 0.69516 0.82091 -1.12038
C -0.87482 -0.18298 0.07493
N -1.22142 -1.18361 -0.90639
N 1.52975 0.13351 1.42477
N -1.33935 -0.19823 1.31045
H -2.08826 -0.93842 -1.37182
H -1.30108 -2.08781 -0.45170
H -1.78509 0.67912 1.56486
H 0.75714 0.21268 2.08210
H 2.31465 -0.31815 1.87813
H -0.65156 2.00363 0.03898
H -1.38097 1.31388 -1.47156
H 0.71672 -1.63845 0.52981
H 1.90499 -0.85457 -0.37562
H 1.52532 1.42878 -0.78419
H 0.77511 0.24859 -2.03538
*
```

Computed properties:
- HOMO level (eV) = -8.22

[2]
Formula: C8H14N2O4
Source: the OMol25 dataset
Level of theory: ωB97M-V/def2-TZVPD

ORCA input file:
```
! wB97M-V def2-TZVPD RIJCOSX def2/J DEFGRID3
* xyz 0 1
C -1.93178 0.32922 -0.47689
C -0.55253 0.62567 0.00005
C -3.02509 0.89417 0.53266
C -4.20246 -0.00150 0.38549
C -3.67176 -1.18437 -0.58270
C 1.63549 -0.39553 0.37207
C 2.49195 0.74182 -0.32770
C 2.35478 -1.69074 0.23919
H -1.89325 -1.47040 0.39348
H -2.22286 0.68953 -1.44676
H -3.44452 1.91507 0.30614
H -2.59143 0.87684 1.59583
H -5.15427 0.42478 0.02643
H -4.48550 -0.54596 1.37012
H -3.96592 -1.06153 -1.59105
H -4.09945 -2.12120 -0.14514
H 0.01783 -1.11084 -0.86096
H 1.62951 -0.05425 1.44841
H 2.28062 -1.92122 -0.83678
H 1.81799 -2.43482 0.89029
H 4.08142 -0.90520 0.11690
H 1.16204 2.08964 0.20935
N -2.24271 -1.16466 -0.50847
N 0.32474 -0.36213 -0.17895
O -0.21372 1.59212 0.74935
O 3.44422 0.48191 -0.98979
O 3.63584 -1.51896 0.80824
O 2.09639 1.99552 -0.25746
*
```

Computed properties:
- HOMO level (eV) = -9.93

[3]
Formula: C31H47IrN2PSi4Te
Source: the OMol25 dataset
Level of theory: ωB97M-V/def2-TZVPD

ORCA input file:
```
! wB97M-V def2-TZVPD RIJCOSX def2/J DEFGRID3
* xyz 1 5
Ir -0.10394 -0.97492 0.16347
C 2.24278 0.21916 5.27866
C 3.05652 1.05346 4.52315
C 3.06053 0.96346 3.14108
C 2.24057 0.03714 2.49911
C 1.40812 -0.77800 3.26526
C 1.40548 -0.68882 4.64962
P 2.22005 -0.18489 0.68402
C 3.97890 -0.14774 0.21548
C 4.96934 -0.63971 1.06376
C 6.29716 -0.61099 0.66727
C 6.63897 -0.13211 -0.58935
C 5.64995 0.30467 -1.46001
C 4.32319 0.29330 -1.06311
C 1.51634 1.35474 0.01243
C 2.11328 2.59559 -0.17995
C 1.36068 3.61067 -0.75014
C 0.03475 3.38656 -1.11115
C -0.56208 2.15128 -0.89627
C 0.17997 1.11310 -0.34590
H 2.26874 0.27159 6.35927
H 3.68774 1.77664 5.02312
H 3.69956 1.61612 2.55873
H 0.76922 -1.49748 2.76479
H 0.75979 -1.33313 5.23316
H 4.70654 -1.03283 2.03755
H 7.06829 -0.96371 1.33942
H 7.67652 -0.10449 -0.89498
H 5.91237 0.65216 -2.45058
H 3.54813 0.64120 -1.73518
H 3.14698 2.76651 0.09714
H 1.80223 4.58445 -0.91819
H -0.53606 4.18222 -1.57350
H -1.60180 2.00950 -1.17086
C -3.76058 -2.00996 -0.17787
C -3.26517 -0.92206 0.70598
N -2.06397 -0.84022 1.25464
C -2.06186 0.28951 2.06268
C -3.27671 0.88143 1.99557
N -4.02316 0.10708 1.13455
H -4.13398 -1.61474 -1.12343
H -4.56976 -2.55319 0.31265
H -2.95004 -2.70494 -0.38665
H -1.19689 0.57546 2.63742
H -3.65535 1.77224 2.46431
H -4.97535 0.28945 0.86658
C 1.46758 -5.73554 -3.74331
Si 1.94092 -5.78425 -1.91462
C 2.31569 -7.53634 -1.32978
C 3.43843 -4.65376 -1.67478
Si 0.09613 -4.91423 -0.67447
Te -0.06346 -2.64147 -1.80869
Si -1.97373 -6.03046 -1.07468
C -3.02195 -5.83469 0.49345
C -2.90597 -5.32222 -2.56578
C -1.54857 -7.84996 -1.33898
Si 0.50532 -4.87333 1.66104
C -0.73776 -3.87100 2.68930
C 0.44222 -6.67315 2.22919
C 2.22202 -4.11461 1.91309
H 2.14726 -6.34503 -4.34238
H 1.52534 -4.70993 -4.11456
H 0.45218 -6.09610 -3.92206
H 3.17852 -7.94142 -1.86377
H 1.47479 -8.20888 -1.50747
H 2.54741 -7.56194 -0.26314
H 4.18685 -4.85267 -2.44530
H 3.91666 -4.79539 -0.70418
H 3.15015 -3.60274 -1.75726
H -2.91844 -4.83967 0.93296
H -2.72627 -6.56202 1.25181
H -4.08206 -5.99841 0.28659
H -2.46640 -4.37817 -2.89573
H -3.95722 -5.13692 -2.33845
H -2.86786 -6.00862 -3.41345
H -0.90894 -8.21771 -0.53336
H -1.01921 -7.99902 -2.28242
H -2.44770 -8.46992 -1.35910
H -1.49987 -4.51723 3.12918
H -1.25368 -3.11110 2.09559
H -0.22332 -3.36633 3.50956
H -0.55498 -7.09517 2.09162
H 0.69224 -6.76136 3.28876
H 1.14334 -7.30022 1.67368
H 2.33210 -3.20629 1.31322
H 3.01327 -4.80489 1.61193
H 2.39077 -3.84621 2.95851
*
```

Computed properties:
- HOMO level (alpha / beta) (eV) = -9.40 / -10.97

[4]
Formula: C3H4AlO3
Source: the OMol25 dataset
Level of theory: ωB97M-V/def2-TZVPD

ORCA input file:
```
! wB97M-V def2-TZVPD RIJCOSX def2/J DEFGRID3
* xyz 0 2
C 1.89342 -1.00485 -0.83209
C 1.29797 -1.02901 0.44063
H 1.59594 -1.73550 -1.60483
H 1.56546 -1.86548 1.10797
H 2.94599 -0.68559 -0.89427
O -0.53207 1.16992 -0.45854
C -1.17661 0.36823 0.25023
O -0.63291 -0.41125 1.08045
O -2.47472 0.14792 0.01587
Al 1.06118 0.85540 0.62030
H -2.86583 0.94323 -0.36638
*
```

Computed properties:
- HOMO level (alpha / beta) (eV) = -7.38 / -7.61

[5]
Formula: C49H79NO31
Source: the OMol25 dataset
Level of theory: ωB97M-V/def2-TZVPD

ORCA input file:
```
! wB97M-V def2-TZVPD RIJCOSX def2/J DEFGRID3
* xyz 0 1
C -4.23902 0.46148 3.18108
C -3.86825 -0.42499 4.37548
C -5.08441 -0.97859 5.14340
O -5.22188 -2.28882 4.59044
C -4.10955 -2.62692 3.92776
O -3.98659 -3.73517 3.48869
O -3.23521 -1.62911 3.87557
H -4.15682 1.51852 3.43635
H -5.24174 0.27689 2.79767
H -3.52380 0.27544 2.38071
H -3.29007 0.08854 5.14050
H -5.93795 -0.36391 4.86919
H -4.88467 -1.08282 6.20732
C -0.80407 -2.59071 5.86264
C -0.21756 -1.85520 4.67639
C -0.49832 -0.38108 4.37679
O 0.75113 0.23813 4.18436
C 1.76601 -0.62199 4.46251
O 2.90855 -0.31228 4.44510
O 1.24430 -1.81909 4.77704
H -0.03581 -3.30807 6.14053
H -1.71443 -3.09779 5.54488
H -1.11061 -1.92157 6.66725
H -0.29397 -2.41044 3.74031
H -1.14476 0.08790 5.12162
H -1.03546 -0.28466 3.43044
C -0.29328 4.43006 3.29058
C -1.45765 5.41742 3.38803
C -2.37949 5.43467 2.10904
O -3.66687 5.25037 2.78890
C -3.58273 5.05251 4.07410
O -4.45673 4.72448 4.81904
O -2.29011 5.24805 4.49560
H 0.63672 4.95136 3.05795
H -0.49420 3.65989 2.53579
H 0.00072 3.78993 4.12607
H -0.93001 6.35958 3.57437
H -2.26647 4.67238 1.34496
H -2.44244 6.42173 1.65795
C -3.38526 2.11474 -3.51828
C -2.14201 1.67594 -4.22468
C -1.34868 0.56560 -3.62319
O -0.77083 -0.18554 -4.68308
C -1.42174 0.19768 -5.80751
O -1.28985 -0.30963 -6.86744
O -2.38032 1.16735 -5.53383
H -3.66386 3.05902 -3.99707
H -3.30619 2.35774 -2.46288
H -4.17064 1.39714 -3.75992
H -1.36256 2.44690 -4.27790
H -1.92767 -0.13630 -3.01319
H -0.48979 0.89873 -3.04321
C -2.27328 -5.58992 -1.21156
C -1.69784 -4.51502 -0.31871
C -2.23478 -4.16030 1.07365
O -1.10924 -4.01151 1.90682
C -0.07243 -4.65551 1.32019
O 0.96795 -4.80694 1.88546
O -0.37413 -5.04100 0.07640
H -3.17801 -5.20021 -1.68524
H -2.46641 -6.45534 -0.58329
H -1.59802 -5.69276 -2.05819
H -1.34080 -3.64226 -0.87474
H -2.93162 -4.93246 1.41366
H -2.93131 -3.32897 0.95405
C 5.11450 -3.66836 3.22913
C 5.29753 -3.29347 1.74440
C 4.24652 -3.95067 0.85282
O 3.22055 -2.99638 0.74364
C 3.65060 -1.81673 1.27306
O 3.00796 -0.82945 1.41511
O 4.96040 -1.91024 1.57026
H 4.16340 -4.07170 3.58020
H 5.27696 -2.78651 3.84862
H 5.85130 -4.45708 3.39602
H 6.24924 -3.63466 1.34733
H 3.75919 -4.82384 1.28654
H 4.64724 -4.09826 -0.15414
C 2.80464 5.57266 -1.16274
C 1.75700 4.90390 -0.31239
C 0.47187 5.76070 -0.02018
O -0.54186 4.97934 -0.62392
C -0.08592 3.85744 -1.21078
O -0.74245 3.09144 -1.83548
O 1.22848 3.76645 -0.95058
H 2.58277 5.76907 -2.21601
H 3.76907 5.06917 -1.24865
H 2.99672 6.57169 -0.75821
H 2.14366 4.57012 0.65347
H 0.55649 6.66677 -0.61948
H 0.42253 5.91381 1.05301
C -5.87984 3.58592 -0.57746
C -6.71476 2.70319 0.32868
C -6.06175 2.60028 1.73768
O -7.10845 2.59855 2.65411
C -8.21426 3.17187 1.99630
O -9.23359 3.37460 2.53964
O -7.97020 3.34324 0.67258
H -6.08845 3.33595 -1.61956
H -4.82774 3.51351 -0.30771
H -6.17596 4.63383 -0.52351
H -6.89827 1.66442 0.06319
H -5.35319 3.41116 1.91600
H -5.60064 1.62315 1.56996
C 2.38201 -6.22057 -4.05477
C 1.51765 -5.53966 -2.98966
C 2.18455 -4.63466 -1.91273
O 1.35571 -3.51005 -1.94498
C 0.61385 -3.43361 -3.02694
O -0.30092 -2.66390 -3.23271
O 0.72931 -4.53945 -3.75006
H 3.26772 -5.62217 -4.26514
H 1.80062 -6.23674 -4.97240
H 2.63999 -7.20426 -3.66419
H 0.65912 -6.06655 -2.56625
H 3.17792 -4.38203 -2.28866
H 2.09968 -5.19613 -0.98604
C 0.39982 0.59591 0.75657
C -0.82094 0.34689 -0.12135
C -0.99477 -1.07490 -0.55205
O -2.39232 -1.27010 -0.54349
C -2.98801 -0.29098 0.13050
O -4.16991 -0.15617 0.22752
O -2.05835 0.61443 0.55864
H 1.33526 0.41105 0.23638
H 0.27230 -0.00021 1.66774
H 0.43456 1.58874 1.21427
H -0.55946 0.97446 -0.97520
H -0.55283 -1.69556 0.23473
H -0.44798 -1.12067 -1.49059
C 6.01398 -0.05833 -1.12078
C 4.94480 0.62171 -1.97672
C 5.68076 1.60541 -2.93225
C 4.96446 2.00435 -4.19269
C 4.49109 0.76429 -4.92881
C 3.68679 -0.16164 -4.05362
N 4.38584 -0.51174 -2.77224
O 3.71050 -1.47872 -2.01857
C 2.31437 0.43427 -3.76715
C 3.64533 -1.46754 -4.86588
C 3.94625 1.35622 -1.06800
H 5.53060 -0.70179 -0.39075
H 6.75628 0.63164 -0.70531
H 6.69434 -0.64310 -1.74571
H 6.06133 2.44658 -2.34372
H 6.63871 1.11946 -3.15531
H 5.63409 2.64459 -4.78199
H 4.24455 2.81021 -3.99365
H 5.39638 0.32032 -5.34434
H 3.87527 1.09903 -5.76587
H 2.22413 1.35525 -3.18778
H 1.91645 0.64198 -4.76697
H 1.52825 -0.16920 -3.30084
H 4.65389 -1.86388 -4.95628
H 3.13872 -2.21617 -4.24424
H 3.05767 -1.41532 -5.78052
H 4.51044 1.83173 -0.26158
H 3.24280 0.64919 -0.62742
H 3.42317 2.19692 -1.52769
H 2.90973 -1.07693 -1.63609
*
```

Computed properties:
- HOMO level (eV) = -8.50

[6]
Formula: C3H8NO2P
Source: the OMol25 dataset
Level of theory: ωB97M-V/def2-TZVPD

ORCA input file:
```
! wB97M-V def2-TZVPD RIJCOSX def2/J DEFGRID3
* xyz 0 1
C -1.18851 0.10245 -0.29990
C -0.59395 1.47209 0.12836
C 0.06137 -0.66340 -0.72614
N -0.04688 -2.01695 -0.23243
O 1.50540 0.47168 1.45954
O 2.17508 1.42922 -0.79073
P 1.10297 0.77204 -0.09915
H -1.63093 -0.10350 0.62860
H -1.86029 0.25154 -1.15470
H -0.79054 2.45319 -0.30713
H -0.65444 1.76039 1.16003
H 0.23742 -0.71062 -1.74302
H 0.75338 -2.61041 -0.49798
H 1.17226 -0.36618 1.74970
H -0.24235 -2.24154 0.72495
*
```

Computed properties:
- HOMO level (eV) = -9.18